Entry 1:
47
Properties=species:S:1:pos:R:3:forces:R:3:nbo_charge:R:1 method="wB97M-V/def2-TZVPD" charge=0 orbital_gap_ev=8.26 fmax_ev_per_a=3.596
C -1.65719 -2.93276 1.62492 0.826 1.327 -0.892 -0.6222
C -0.74459 -2.22828 2.65314 -0.397 -0.219 -1.143 -0.1915
N -0.55572 -0.77136 2.42668 1.401 -0.850 0.698 -0.4814
C 0.44764 -0.29200 1.57510 0.346 -1.410 -0.762 0.4138
N 0.46501 -0.86520 0.36662 -0.081 0.137 -0.673 -0.4368
C 1.33849 -0.44264 -0.53965 -0.767 -0.029 -0.370 0.0904
C 2.30741 0.50864 -0.25143 0.868 0.792 -0.742 -0.1274
C 3.21908 1.03588 -1.35156 0.245 -0.758 -0.017 -0.0835
O 2.49966 1.97611 -2.17726 0.518 -0.539 0.153 -0.5138
C 2.46112 1.67504 -3.51386 -0.080 0.062 -0.610 0.2726
C 3.60554 1.56174 -4.32504 -1.172 -0.012 0.200 -0.2678
C 3.44307 1.33230 -5.70267 1.469 0.214 2.618 -0.0280
N 2.20354 1.15454 -6.20856 0.181 0.988 0.527 0.1035
O 2.05117 0.97989 -7.41479 0.001 -0.846 -3.495 -0.5456
C 1.09902 1.31863 -5.47513 -1.546 0.410 3.217 -0.0165
C 1.20208 1.57356 -4.08919 0.631 -0.287 -1.162 -0.2515
C 2.38542 1.03125 1.02065 -0.483 -0.307 1.024 -0.0876
C 1.42284 0.61089 1.97026 -1.048 0.307 -0.636 -0.1996
C 1.47254 1.07604 3.36688 -0.339 0.926 1.006 0.6737
O 2.58134 1.33958 3.75061 1.252 0.362 1.266 -0.5929
N 0.37049 1.30764 4.22687 0.379 -1.053 -0.912 -0.4371
C 0.61830 1.71252 5.62180 0.379 0.815 -0.357 -0.4123
C -0.96316 1.19192 3.79392 -0.929 0.822 0.269 0.0898
C -1.93557 2.12376 4.23843 -1.048 -0.795 -1.199 -0.1776
C -3.28997 1.96548 3.79112 0.864 -0.297 -0.127 -0.3089
C -3.60068 0.88577 2.92231 1.839 0.811 1.789 0.5832
F -4.86489 0.67108 2.53162 0.539 0.059 0.010 -0.3072
N -2.67026 0.04426 2.57127 -1.026 -0.165 -0.526 -0.4584
C -1.39832 0.17364 2.95478 -1.282 0.204 0.124 0.3651
H -2.62111 -2.43951 1.50136 0.164 0.112 0.080 0.2276
H -1.82538 -3.92493 1.91101 -0.325 -1.600 0.742 0.2002
H -1.15175 -3.00604 0.64630 -0.275 0.362 0.362 0.2195
H 0.24557 -2.69431 2.61491 -0.027 0.204 -0.068 0.2036
H -1.12843 -2.46824 3.64850 -0.006 0.761 0.093 0.2056
H 1.17260 -0.77833 -1.59849 0.415 -0.018 1.155 0.2013
H 3.61718 0.18601 -1.95263 -0.499 0.525 0.118 0.1930
H 4.11075 1.51749 -0.94101 -0.235 0.177 0.162 0.1919
H 4.54433 1.68754 -3.78801 0.146 -0.046 -0.750 0.2335
H 4.33966 1.31284 -6.33223 -0.988 -0.216 -0.217 0.2398
H 0.09629 1.25716 -5.94651 1.286 -0.092 -0.049 0.2417
H 0.36332 1.69716 -3.42070 -0.308 -0.019 -0.315 0.2403
H 3.19022 1.71919 1.31246 -0.532 -0.257 -0.086 0.2431
H 0.92153 2.77245 5.62311 -0.043 -0.284 0.197 0.2036
H 1.44229 1.14976 6.06019 -0.103 -0.105 -0.188 0.2332
H -0.28214 1.61854 6.24819 0.294 -0.233 -0.525 0.2145
H -1.56184 2.93726 4.87413 -0.728 -0.271 -0.271 0.2311
H -4.11518 2.60935 4.05289 0.224 0.330 0.282 0.2322



Entry 2:
12
Properties=species:S:1:pos:R:3:forces:R:3:nbo_charge:R:1 method="wB97M-V/def2-TZVPD" charge=0 orbital_gap_ev=9.78 fmax_ev_per_a=4.122
Cl 0.57131 2.46456 0.30976 -0.196 -0.076 -0.272 0.0322
N -0.67469 1.23826 0.58446 1.200 -0.548 1.252 -0.6198
C -0.85119 0.39633 -0.60998 3.356 1.332 -1.989 -0.2704
C 0.34900 -0.57735 -0.73105 1.538 1.181 -0.311 -0.2334
N 0.89923 -0.79666 0.60580 1.164 0.000 -0.131 -0.9801
P 0.22674 0.05656 1.86639 0.741 2.670 -1.709 0.9793
H -0.89685 0.86580 -1.67139 -0.002 0.220 2.113 0.2200
H -1.77483 -0.01498 -0.48756 -2.394 -1.776 0.530 0.2109
H 0.08026 -1.53604 -0.99743 -1.145 -1.918 -1.520 0.1963
H 1.14751 -0.21291 -1.51339 -1.355 -0.399 1.678 0.1893
H 1.81058 -1.24388 0.67086 -0.379 0.582 -0.022 0.4112
H -0.88707 -0.63971 1.97353 -2.530 -1.268 0.379 -0.1354



Entry 3:
64
Properties=species:S:1:pos:R:3:forces:R:3:nbo_charge:R:1 method="wB97M-V/def2-TZVPD" charge=+1 orbital_gap_ev=9.25 fmax_ev_per_a=0.976
N 6.43132 -3.74492 0.10322 -0.530 0.136 0.374 -0.8047
C 5.23004 -2.91276 -0.07925 0.513 -0.186 0.340 -0.2093
C 4.86081 -2.08320 1.16341 -0.021 -0.209 -0.276 -0.4582
C 3.45677 -1.59748 1.11743 0.311 -0.386 0.711 0.1747
C 2.43718 -1.98347 1.92459 0.161 0.295 -0.555 -0.0647
N 1.30390 -1.31133 1.50330 -0.124 -0.605 0.755 -0.2625
C -0.00510 -1.50719 2.16379 0.105 0.453 -0.099 -0.2075
C -1.12642 -0.62649 1.60427 -0.392 -0.366 0.474 -0.4402
C -2.31614 -1.41634 1.12119 -0.482 -0.182 -0.690 -0.0504
C -2.84242 -2.46913 1.87239 -0.034 0.071 -0.154 -0.1748
C -3.95664 -3.18448 1.44417 0.276 0.494 -0.347 -0.2086
C -4.57768 -2.84803 0.23854 0.469 -0.029 0.585 -0.2014
C -4.06608 -1.79947 -0.51148 0.116 0.181 0.020 -0.1958
C -2.95087 -1.08243 -0.08076 -0.001 -0.449 0.530 -0.2063
C 1.62145 -0.54262 0.49186 -0.040 0.215 -0.387 0.2521
N 2.92173 -0.70111 0.23608 0.046 0.191 -0.219 -0.4669
H 6.97374 -3.40050 0.88828 0.234 0.116 -0.189 0.3534
H 6.13159 -4.66795 0.39358 0.127 -0.113 -0.121 0.3609
H 4.39160 -3.57126 -0.28057 -0.140 -0.055 -0.322 0.1930
H 5.39167 -2.25930 -0.93258 -0.137 0.120 -0.194 0.1861
H 4.92558 -2.74304 2.02356 0.002 -0.048 0.202 0.2340
H 5.57094 -1.27779 1.33442 0.057 0.188 -0.073 0.2364
H 2.46889 -2.68898 2.72762 -0.268 -0.078 0.234 0.2510
H -0.23676 -2.56182 2.09328 -0.077 -0.194 -0.202 0.2353
H 0.15880 -1.29034 3.21312 0.118 0.049 0.159 0.2259
H -1.48334 -0.00450 2.42144 0.084 0.260 0.065 0.2421
H -0.78490 0.05788 0.83762 -0.031 0.093 -0.125 0.2185
H -2.38384 -2.72956 2.81625 0.017 -0.078 0.145 0.1923
H -4.32215 -3.99157 2.05460 -0.158 -0.151 0.060 0.2227
H -5.44082 -3.41153 -0.07153 -0.143 0.014 -0.218 0.2271
H -4.53039 -1.51421 -1.44247 -0.111 -0.031 -0.110 0.2228
H -2.57093 -0.26153 -0.66867 0.008 0.112 -0.130 0.2106
H 0.94770 0.08858 -0.04910 -0.005 0.170 -0.147 0.2537
H 3.43351 -0.22677 -0.48864 -0.033 0.102 -0.131 0.4516
C 0.43733 2.01292 -4.82954 0.063 -0.092 0.124 -0.6445
C -0.22659 0.74457 -5.33714 -0.062 0.137 -0.044 -0.0680
O 0.48538 -0.44308 -5.02606 0.050 -0.071 -0.079 -0.5252
C 0.67022 -0.71725 -3.66008 0.029 -0.048 0.094 -0.0600
C -0.62264 -0.88734 -2.87695 -0.021 0.145 -0.018 -0.6460
H 1.46861 2.07089 -5.17963 -0.013 0.017 -0.042 0.2165
H -0.10397 2.88697 -5.18999 -0.003 0.003 -0.025 0.2262
H 0.44992 2.06094 -3.73835 -0.048 0.036 -0.005 0.1907
H -0.27389 0.76978 -6.42466 0.025 -0.070 -0.007 0.1994
H -1.25956 0.67766 -4.97850 0.008 0.008 0.039 0.1601
H 1.30161 0.05516 -3.19484 -0.039 0.033 0.027 0.1384
H 1.23804 -1.64866 -3.62786 0.005 -0.005 -0.055 0.1877
H -1.19364 0.04165 -2.82625 0.029 0.016 0.037 0.2061
H -0.40406 -1.20087 -1.85211 -0.023 -0.060 -0.021 0.1904
H -1.25905 -1.64200 -3.33847 0.028 -0.054 0.025 0.2303
C -1.20293 5.74212 1.32848 0.046 -0.088 0.131 -0.6459
C -1.84891 4.46752 0.81577 -0.062 0.163 -0.069 -0.0659
O -1.21002 3.27874 1.26086 0.109 -0.210 -0.097 -0.5509
C -1.18291 3.08056 2.66225 -0.020 -0.038 0.132 -0.0589
C -2.55658 2.97807 3.30299 -0.040 0.055 -0.100 -0.6499
H -0.13924 5.75671 1.08742 -0.007 0.019 -0.041 0.2118
H -1.67722 6.60965 0.87090 -0.002 0.000 -0.026 0.2265
H -1.30235 5.84481 2.41004 -0.043 0.033 -0.014 0.2057
H -1.78216 4.43726 -0.27158 0.022 -0.069 -0.003 0.1878
H -2.91420 4.44486 1.06694 0.008 0.002 0.045 0.1664
H -0.58305 3.85401 3.15351 -0.040 0.035 -0.008 0.1701
H -0.64883 2.13772 2.80323 0.048 0.021 -0.025 0.1613
H -3.10236 3.91979 3.24696 0.013 0.014 0.044 0.2158
H -2.46136 2.71483 4.35683 0.015 -0.007 0.002 0.2208
H -3.15833 2.21663 2.80288 0.011 -0.025 0.015 0.2102



Energy relative to the best compared isomer or geometry (same formula, charge and spin) list, top to bottom, in kcal per mole: 0.0, 34.6, 0.0